Record 1
C54H42BaN2O6SSbTe as an isolated structure in a non-equilibrium geometry. Source: the Open Molecules 2025 dataset; level of theory: the ωB97M-V functional and the def2-TZVPD basis.

```
108
Properties=species:S:1:pos:R:3:forces:R:3:lowdin_charge:R:1
Ba 1.865 0.305 1.166 4.58 -1.16 -0.95 1.920
O -0.720 3.150 -1.080 -0.18 -0.04 -0.03 0.036
C -0.103 2.483 -0.261 0.12 0.09 -0.05 -0.592
O 0.854 1.646 -0.509 -1.04 1.38 -1.24 -0.440
C -0.398 2.663 1.221 0.10 0.17 0.04 -0.181
C -1.429 3.447 1.705 -0.01 -0.04 -0.01 0.003
C -1.504 3.636 3.082 0.00 0.01 -0.06 -0.045
C -0.567 3.047 3.916 -0.07 -0.05 0.10 0.009
C 0.414 2.245 3.350 0.08 0.11 -0.15 -0.183
N 0.484 2.088 2.033 -1.19 1.59 0.72 -0.039
C 1.525 1.528 4.139 -0.05 0.06 0.14 -0.649
O 1.652 1.818 5.323 -0.04 -0.01 0.07 0.023
O 2.203 0.722 3.424 0.16 0.72 2.08 -0.329
H -2.120 3.906 1.011 0.00 0.01 0.02 0.114
H -2.284 4.263 3.496 -0.01 -0.02 0.03 0.102
H -0.573 3.185 4.988 0.00 -0.02 0.01 0.117
C -3.488 -5.259 1.080 0.05 0.04 0.01 -0.062
C -2.497 -4.131 1.209 -0.04 -0.02 -0.01 -0.274
C -2.347 -3.426 2.388 -0.09 0.06 0.01 -0.001
C -1.457 -2.355 2.523 0.14 0.07 -0.03 -0.065
C -1.417 -1.570 3.780 -0.06 -0.01 0.06 -0.292
O -1.165 -0.385 3.822 -0.13 0.03 -0.02 0.121
C -1.760 -2.288 5.063 0.00 -0.05 -0.03 -0.151
C -2.588 -1.660 5.985 0.00 0.06 0.04 -0.020
C -2.934 -2.298 7.166 0.02 -0.01 0.00 -0.085
C -2.427 -3.560 7.447 0.01 0.00 -0.02 -0.099
C -1.569 -4.176 6.546 0.00 0.00 0.02 -0.084
C -1.246 -3.547 5.353 -0.03 -0.01 -0.02 -0.034
C -0.633 -1.982 1.433 0.00 -0.16 0.04 -0.313
O 0.295 -1.078 1.500 -3.59 -3.14 0.50 -0.489
C -0.813 -2.698 0.218 -0.04 0.16 0.01 -0.121
C -1.708 -3.740 0.123 0.00 0.03 0.02 0.009
C 0.021 -2.256 -0.942 0.22 -0.21 0.17 -0.218
N -0.233 -1.267 -1.690 -0.06 0.01 -0.40 0.138
C -1.460 -0.511 -1.512 0.03 0.02 0.16 -0.309
C -2.606 -1.182 -2.254 -0.02 0.05 0.08 -0.490
Te -4.418 -0.042 -2.139 0.01 -0.03 -0.07 1.239
C -4.903 -0.548 -0.147 0.08 -0.02 -0.10 -0.568
C -5.707 -1.654 0.115 0.00 0.02 0.02 -0.158
C -6.063 -1.964 1.420 0.01 -0.01 0.02 -0.099
C -5.619 -1.170 2.469 0.04 -0.03 0.01 -0.092
C -4.807 -0.075 2.213 0.04 -0.02 0.00 -0.081
C -4.448 0.237 0.908 0.02 -0.01 0.03 -0.139
C 1.303 -2.985 -1.188 0.00 0.04 0.05 -0.144
C 1.925 -3.690 -0.162 -0.02 -0.04 0.00 -0.019
C 3.159 -4.292 -0.372 0.00 0.00 -0.01 -0.080
C 3.770 -4.210 -1.614 0.00 0.01 0.01 -0.096
C 3.144 -3.523 -2.647 0.02 -0.01 0.01 -0.083
C 1.922 -2.909 -2.434 0.00 0.00 -0.02 -0.028
H -4.015 -5.418 2.021 -0.02 0.00 0.00 0.070
H -2.996 -6.197 0.810 0.00 -0.01 -0.01 0.072
H -4.233 -5.046 0.310 -0.02 -0.01 0.00 0.070
H -2.967 -3.693 3.237 0.00 -0.01 -0.01 0.119
H -2.949 -0.662 5.767 0.00 0.00 -0.03 0.115
H -3.594 -1.809 7.872 0.00 0.01 0.00 0.098
H -2.695 -4.061 8.368 0.01 0.01 0.02 0.095
H -1.153 -5.149 6.772 0.00 -0.01 0.00 0.098
H -0.587 -4.028 4.641 -0.02 -0.01 -0.01 0.121
H -1.801 -4.268 -0.823 0.00 -0.01 0.00 0.130
H -1.291 0.474 -1.942 -0.03 0.13 0.05 0.074
H -1.715 -0.376 -0.453 -0.03 -0.06 -0.01 0.110
H -2.820 -2.172 -1.853 -0.01 0.02 -0.03 0.037
H -2.376 -1.274 -3.317 0.00 -0.01 -0.01 0.040
H -6.058 -2.270 -0.703 0.00 0.00 -0.01 0.084
H -6.685 -2.828 1.618 0.00 0.00 0.00 0.099
H -5.897 -1.415 3.486 0.01 0.00 0.02 0.100
H -4.438 0.536 3.026 0.03 0.01 0.04 0.104
H -3.806 1.087 0.715 -0.01 0.01 -0.01 0.089
H 1.444 -3.759 0.806 0.01 0.03 0.00 0.120
H 3.644 -4.822 0.438 0.00 0.00 0.01 0.100
H 4.734 -4.677 -1.776 0.00 -0.01 0.00 0.096
H 3.620 -3.459 -3.618 -0.01 0.01 -0.01 0.098
H 1.428 -2.354 -3.220 0.01 0.03 0.00 0.097
S 4.118 0.590 -0.666 0.84 0.17 -0.87 -0.066
Sb 2.888 1.948 -2.005 0.22 0.38 -0.60 1.254
C 2.499 3.929 -1.376 0.00 -0.10 -0.02 -0.322
C 3.212 4.424 -0.292 -0.01 -0.06 0.05 -0.107
C 3.059 5.750 0.091 0.00 0.00 0.00 -0.082
C 2.194 6.578 -0.609 0.00 -0.02 0.00 -0.090
C 1.479 6.081 -1.690 0.01 0.01 0.02 -0.078
C 1.631 4.757 -2.078 0.02 0.03 0.03 -0.117
C 1.574 1.209 -3.489 0.08 0.01 0.06 -0.312
C 0.297 1.705 -3.706 -0.06 -0.07 0.07 -0.112
C -0.432 1.249 -4.799 -0.01 -0.01 -0.02 -0.077
C 0.103 0.297 -5.654 0.02 0.00 0.01 -0.089
C 1.377 -0.208 -5.421 -0.01 -0.02 0.00 -0.091
C 2.118 0.259 -4.347 -0.01 0.02 0.04 -0.132
C 4.381 2.550 -3.445 -0.05 -0.01 -0.04 -0.336
C 4.019 3.419 -4.473 0.01 -0.04 0.00 -0.122
C 4.957 3.855 -5.397 -0.01 0.00 0.00 -0.097
C 6.273 3.421 -5.303 0.02 0.00 0.00 -0.106
C 6.642 2.552 -4.287 -0.02 0.00 0.00 -0.097
C 5.698 2.120 -3.361 -0.01 -0.01 0.02 -0.138
H 3.883 3.774 0.260 0.02 0.00 -0.01 0.097
H 3.617 6.133 0.936 -0.01 -0.01 0.02 0.102
H 2.073 7.611 -0.309 -0.01 0.00 0.00 0.097
H 0.790 6.721 -2.226 0.00 0.00 -0.01 0.102
H 1.056 4.378 -2.913 -0.02 -0.01 0.00 0.094
H -0.150 2.401 -3.004 0.02 0.02 0.00 0.075
H -1.429 1.637 -4.975 0.00 0.00 0.02 0.105
H -0.468 -0.051 -6.506 -0.02 -0.02 0.02 0.098
H 1.791 -0.964 -6.077 0.01 0.01 -0.01 0.101
H 3.117 -0.125 -4.169 0.01 0.00 -0.03 0.103
H 2.992 3.758 -4.564 0.00 0.01 0.00 0.094
H 4.663 4.532 -6.189 0.00 0.00 0.00 0.097
H 7.009 3.763 -6.021 0.00 0.00 -0.01 0.094
H 7.666 2.208 -4.212 0.01 0.01 0.00 0.097
H 5.982 1.443 -2.564 0.01 0.00 0.01 0.049
```
Positions in Å, forces in eV/Å.

Results
* lowest unoccupied orbital energy: 2.048 eV
* calculated total energy: -3576.060084 a.u.
* relative energy (zero: lowest compared OMol25 entry of this formula, charge and spin): 16.6 kcal per mole
* Kohn-Sham gap: 7.40 eV
* total charge: -1
* multiplicity: 1
* highest occupied orbital energy: -5.4 eV

Record 2
C54H42MoN5O3P3S as an isolated structure. Source: the Open Molecules 2025 dataset; level of theory: the ωB97M-V functional and the def2-TZVPD basis.

```
109
Properties=species:S:1:pos:R:3:forces:R:3:lowdin_charge:R:1
Mo -1.554 0.243 0.717 -0.16 -0.15 0.16 1.343
C -2.485 -2.933 -0.180 -0.01 -0.08 0.05 -0.256
P -0.864 -2.333 0.421 0.03 0.25 0.04 1.074
C 0.029 -2.842 -1.093 0.02 -0.01 -0.03 -0.362
C 0.302 -4.194 -1.317 0.01 0.01 0.01 -0.098
C 0.799 -4.617 -2.540 -0.01 -0.01 0.00 -0.068
C 1.006 -3.699 -3.562 0.01 -0.01 -0.01 -0.066
C 0.706 -2.362 -3.361 -0.01 0.02 0.00 -0.045
C 0.213 -1.940 -2.135 0.03 -0.02 0.01 -0.114
C -0.115 -3.295 1.776 0.04 0.02 -0.02 -0.263
C 1.180 -3.805 1.666 -0.01 0.02 0.02 -0.087
C 1.808 -4.388 2.755 0.00 -0.02 0.02 -0.069
C 1.156 -4.465 3.976 0.02 -0.02 -0.01 -0.063
C -0.118 -3.940 4.107 -0.07 -0.05 0.00 -0.005
C -0.745 -3.353 3.020 0.00 0.02 -0.08 -0.245
C -2.807 -1.914 -1.229 -0.05 0.02 -0.03 -0.419
C -3.455 -2.067 -2.426 0.02 -0.01 0.01 -0.040
C -3.452 -0.795 -3.054 0.02 0.01 0.01 -0.056
C -2.794 0.070 -2.214 0.00 0.00 -0.03 -0.396
C -2.548 1.528 -2.406 -0.03 0.03 0.04 -0.289
P -0.781 1.958 -2.126 0.11 -0.05 -0.04 1.052
C 0.096 1.305 -3.591 -0.04 -0.01 -0.04 -0.394
C -0.537 0.868 -4.752 0.01 0.01 0.01 -0.079
C 0.208 0.451 -5.847 0.00 -0.01 0.01 -0.082
C 1.595 0.463 -5.795 0.00 0.00 -0.01 -0.094
C 2.237 0.876 -4.635 0.00 0.00 0.00 -0.081
C 1.491 1.286 -3.539 0.02 0.00 0.01 -0.109
C -0.829 3.752 -2.485 -0.06 0.04 0.02 -0.358
C -1.394 4.577 -1.509 0.02 -0.01 -0.04 -0.108
C -1.503 5.942 -1.724 0.00 0.02 0.00 -0.080
C -1.030 6.503 -2.902 -0.01 0.02 0.01 -0.090
C -0.454 5.692 -3.869 0.01 -0.02 -0.01 -0.084
C -0.359 4.322 -3.666 0.03 0.01 0.02 -0.077
N -2.373 -0.606 -1.088 0.04 -0.08 -0.03 -0.149
H -3.230 -2.992 0.605 -0.01 0.01 0.02 0.015
H -2.380 -3.930 -0.608 0.01 0.01 -0.01 0.106
H 0.114 -4.925 -0.541 0.00 0.00 0.00 0.112
H 1.008 -5.667 -2.697 0.00 0.00 0.00 0.106
H 1.387 -4.033 -4.519 0.00 0.00 0.00 0.106
H 0.843 -1.639 -4.154 0.00 0.00 0.00 0.088
H -0.033 -0.897 -1.993 0.00 0.03 0.01 0.069
H 1.715 -3.730 0.729 0.00 0.00 0.00 0.095
H 2.813 -4.775 2.647 0.00 0.00 0.00 0.108
H 1.645 -4.919 4.828 0.00 0.00 0.00 0.109
H -0.639 -3.968 5.056 0.00 0.00 0.00 0.126
H -1.960 -1.853 3.787 0.02 0.11 -0.10 0.103
H -3.878 -2.985 -2.802 0.00 0.01 0.00 0.104
H -3.894 -0.534 -4.004 0.00 0.00 0.00 0.100
H -3.102 2.135 -1.681 0.00 -0.01 0.00 0.086
H -2.888 1.844 -3.394 0.01 0.00 0.00 0.091
H -1.617 0.846 -4.808 0.00 0.00 -0.01 0.095
H -0.299 0.116 -6.743 0.00 0.00 0.00 0.107
H 2.174 0.142 -6.651 0.00 0.00 0.00 0.104
H 3.318 0.875 -4.578 0.00 0.00 0.00 0.104
H 2.003 1.595 -2.633 -0.01 0.00 0.01 0.090
H -1.739 4.157 -0.570 -0.01 0.00 0.01 0.079
H -1.949 6.569 -0.962 0.00 0.00 0.00 0.107
H -1.108 7.570 -3.066 0.00 0.00 0.00 0.101
H -0.083 6.125 -4.789 0.00 0.00 0.00 0.102
H 0.085 3.698 -4.431 0.00 0.01 -0.01 0.098
C 1.063 5.258 1.922 0.00 0.01 0.00 -0.070
C 0.896 4.334 2.940 0.00 0.00 0.01 -0.065
C 0.904 2.975 2.662 0.01 -0.01 -0.01 -0.065
C 1.084 2.528 1.355 0.06 -0.02 0.08 -0.359
C 1.251 3.465 0.337 -0.03 0.03 0.00 -0.134
C 1.243 4.821 0.617 -0.01 0.01 -0.02 -0.071
P 1.030 0.751 0.934 -0.27 0.00 -0.08 1.050
C 2.570 0.507 -0.018 0.05 0.16 0.00 -0.356
C 2.775 -0.657 -0.747 0.04 -0.05 0.05 -0.093
C 3.968 -0.878 -1.418 -0.02 -0.02 0.00 -0.065
C 4.984 0.063 -1.354 0.02 0.02 0.01 -0.078
C 4.806 1.213 -0.596 0.01 -0.02 -0.02 -0.068
C 3.612 1.434 0.073 -0.03 0.03 -0.07 -0.089
C 1.398 -0.081 2.494 0.04 -0.08 -0.01 -0.321
C 2.648 -0.425 2.928 0.00 -0.02 -0.02 -0.053
C 2.833 -0.861 4.259 -0.01 0.01 0.01 -0.062
C 1.788 -0.841 5.136 0.01 0.01 0.00 -0.024
C 0.490 -0.448 4.719 -0.01 -0.01 0.00 -0.179
C -0.582 -0.291 5.628 -0.02 0.02 -0.01 -0.032
C -1.782 0.188 5.178 0.02 -0.01 0.00 -0.067
C -2.004 0.396 3.797 -0.01 0.02 0.01 -0.137
C -1.032 0.145 2.854 0.03 0.02 -0.08 -0.248
C 0.268 -0.163 3.351 0.07 -0.03 0.05 -0.249
H 1.053 6.318 2.142 0.00 0.00 0.00 0.105
H 0.751 4.667 3.959 0.00 0.00 0.00 0.108
H 0.764 2.271 3.470 0.01 0.00 0.01 0.106
H 1.401 3.138 -0.684 -0.01 0.00 -0.01 0.077
H 1.367 5.532 -0.189 0.00 0.00 0.00 0.110
H 2.006 -1.408 -0.792 -0.05 -0.03 0.00 0.067
H 4.092 -1.787 -1.993 0.01 0.01 0.00 0.110
H 5.915 -0.102 -1.880 -0.01 0.00 0.00 0.105
H 5.601 1.944 -0.523 0.00 0.00 0.00 0.107
H 3.491 2.334 0.659 0.02 -0.02 0.00 0.106
H 3.501 -0.345 2.265 0.00 0.01 0.02 0.106
H 3.819 -1.161 4.590 0.00 0.00 0.00 0.106
H 1.938 -1.108 6.176 0.00 -0.01 0.00 0.116
H -0.424 -0.509 6.677 -0.01 0.00 0.00 0.114
H -2.592 0.367 5.874 0.01 0.00 0.00 0.111
H -2.994 0.710 3.491 0.00 -0.01 -0.01 0.087
O -4.193 -2.348 3.275 -0.12 0.14 0.00 -0.290
S -4.542 -1.227 1.819 -0.06 0.00 -0.14 0.993
N -3.360 -0.456 1.362 0.23 0.21 0.10 -0.582
N -5.609 -5.299 2.088 0.04 0.03 -0.01 0.118
C -4.581 -4.860 2.382 0.03 -0.06 0.04 -0.374
N -3.345 -4.449 2.685 -0.15 0.23 -0.09 0.138
C -3.216 -3.205 3.041 0.14 -0.44 0.15 -0.579
N -1.981 -2.675 3.202 0.02 -0.12 0.12 0.126
O -1.918 1.972 0.988 -0.10 -0.04 -0.03 -0.509
O -2.089 3.144 1.449 0.07 -0.03 -0.03 -0.097
```
Positions in Å, forces in eV/Å.

Results
* lowest unoccupied orbital energy (alpha / beta): -0.756 / -1.319 eV
* calculated total energy: -4072.801180 a.u.
* relative energy (zero: lowest compared OMol25 entry of this formula, charge and spin): 0.0 kcal per mole
* Kohn-Sham gap (alpha / beta): 6.61 / 6.21 eV
* total charge: 0
* multiplicity: 3
* highest occupied orbital energy (alpha / beta): -7.4 / -7.5 eV
* <S²>: 2.19

> Which of these has the lowest total charge?

C54H42BaN2O6SSbTe

> Which formula does entry 1 have?

C54H42BaN2O6SSbTe

> What is the relative energy (zero: lowest compared OMol25 entry of this formula, charge and spin) in the second record?

0.0 kcal per mole